1.
Density functional theory data (ωB97M-V with the def2-TZVPD basis set) for one molecule with the formula C3H8N4 in a non-equilibrium geometry.

Positions of all 15 atoms, in Å:
C1 0.8673 -0.1445 1.3112
N1 -1.4505 -1.1624 -0.0618
C2 0.4237 -0.0792 -0.1491
N2 1.4819 0.3072 -1.0125
C3 -0.8872 1.0522 -0.0462
N3 -0.2963 -1.2069 -0.5979
N4 -1.9077 1.3005 -0.7228
H1 -1.9870 -2.0200 -0.2588
H2 1.2654 0.1385 -1.9863
H3 2.3740 -0.1121 -0.7794
H4 -2.2873 0.4824 -1.2132
H5 -0.5251 1.9142 0.5134
H6 0.0360 -0.4307 1.9506
H7 1.2180 0.8330 1.6386
H8 1.6750 -0.8722 1.4141

Force components x, y, z for each atom (eV/Å):
0.193 -0.438 -0.316
1.718 -1.669 -0.475
-2.061 2.178 0.958
-0.188 0.411 -0.070
2.935 1.897 -1.010
-2.817 -1.876 1.021
-0.677 -0.729 0.239
0.431 0.003 -0.518
0.017 0.022 0.063
-0.165 0.017 0.078
0.303 0.200 -0.243
0.217 0.055 0.374
-0.032 -0.103 -0.079
0.088 0.023 -0.169
0.038 0.010 0.146

## Properties
Net charge   0
Highest occupied orbital energy   -8.85 eV
Lowest unoccupied orbital energy   0.30 eV
SMILES   [H]/N=C\[C@](C)(N)/N=N/[H]


2.
Density functional theory data (ωB97M-V with the def2-TZVPD basis set) for a 2-piece molecular cluster, C3H13N2 overall in a non-equilibrium geometry.

Positions of all 18 atoms, in Å:
C1 -2.0544 1.4435 -0.1561
N1 -0.7635 1.2052 -0.9882
H1 -1.8442 1.1236 0.8241
H2 -2.8061 0.8328 -0.5098
H3 -2.3217 2.4328 -0.5614
H4 0.0918 0.8318 -0.2748
H5 -0.7353 0.4223 -1.5855
H6 -0.4007 2.0569 -1.3774
C2 0.3837 -1.9796 0.0923
C3 1.6063 -1.1004 0.4199
N2 1.0770 0.3357 0.7552
H7 -0.4688 -1.7851 0.8347
H8 0.7513 -2.9660 0.1880
H9 -0.0096 -1.7112 -0.8688
H10 2.3367 -1.0161 -0.4123
H11 2.1188 -1.4462 1.3701
H12 1.9105 0.8611 0.5033
H13 1.1282 0.4589 1.7469

Force components x, y, z for each atom (eV/Å):
2.131 1.068 -3.047
0.768 -0.278 2.843
0.174 0.817 1.474
-1.469 -1.601 -0.958
-0.167 -0.001 1.764
-0.983 0.577 0.402
-0.656 -0.680 -1.565
-0.128 0.179 -0.689
-0.131 1.791 1.768
-0.959 0.796 1.556
2.213 -1.005 -1.487
1.366 -0.446 -0.782
-0.312 -1.344 -0.374
-0.074 -0.385 -0.731
-0.529 -0.162 0.576
-0.412 0.130 -1.372
-0.076 0.667 -0.202
-0.755 -0.124 0.826

## Properties
Net charge   +1
Highest occupied orbital energy   -15.11 eV
Lowest unoccupied orbital energy   -3.06 eV


3.
Density functional theory data (ωB97M-V with the def2-TZVPD basis set) for one molecule with the formula C5H13N2 in a non-equilibrium geometry.

Positions of all 20 atoms, in Å:
C1 -1.9893 1.4814 1.0461
C2 -1.9475 -0.0099 0.6800
C3 -1.5323 -0.3050 -0.7569
C4 0.0095 0.1442 -0.9044
N1 2.7675 -0.9140 -0.6629
C5 2.0786 -0.4132 0.3648
N2 0.8392 -0.0478 0.2557
H1 -1.0589 1.9607 0.9428
H2 -2.4724 1.5674 2.0214
H3 -2.6505 1.9682 0.2965
H4 -3.0683 -0.2399 0.5446
H5 -1.7687 -0.7111 1.5077
H6 -2.0157 0.3200 -1.5098
H7 -1.5432 -1.3782 -0.9495
H8 0.4619 -0.3095 -1.7719
H9 0.0938 1.1933 -0.9587
H10 2.4183 -1.2986 -1.6492
H11 3.7158 -1.1587 -0.4857
H12 2.6066 -0.1628 1.2845
H13 0.3209 -0.4030 0.9996

Force components x, y, z for each atom (eV/Å):
-1.529 -0.959 -0.750
-4.458 0.001 -0.859
4.236 0.399 0.979
-0.340 -0.429 0.056
1.257 -2.080 -5.446
3.024 -0.134 1.917
-4.386 0.207 0.283
1.318 0.615 0.463
0.400 0.407 -0.008
0.263 -0.154 0.497
1.037 0.192 0.622
1.040 0.212 -0.518
-0.543 -0.397 0.266
-0.464 0.109 -0.257
0.014 -0.087 -0.509
-0.691 1.613 -1.317
0.613 1.225 3.588
0.380 -0.152 -0.053
0.130 -0.119 -0.395
-1.301 -0.469 1.442

## Properties
Net charge   0
Highest occupied orbital energy (spin up / spin down)   -4.06 / -8.54 eV
2S+1   2
Expectation value of S²   0.7530
Lowest unoccupied orbital energy (spin up / spin down)   1.10 / 1.02 eV


4.
Density functional theory data (ωB97M-V with the def2-TZVPD basis set) for one molecule with the formula C2F6N2O3S in a non-equilibrium geometry.

Positions of all 14 atoms, in Å:
C1 2.5373 0.3313 -0.0465
C2 -0.9112 -1.4211 0.0464
N1 -2.1572 1.2801 0.1158
N2 -1.2628 1.0510 0.8927
O1 -3.1382 1.8954 0.2537
O2 -1.7855 0.6904 -1.0905
O3 1.5142 -0.5431 -0.0228
F1 3.4454 0.0725 -0.9738
F2 3.0831 0.3283 1.1802
F3 2.0751 1.6092 -0.2838
F4 -0.4956 -2.2099 -0.9370
F5 -0.4038 -1.8698 1.1327
F6 -2.2383 -1.5096 0.0610
S1 -0.2625 0.2954 -0.3280

Force components x, y, z for each atom (eV/Å):
-1.941 -0.366 0.937
0.075 -1.266 -1.645
-2.451 0.200 -3.517
4.705 -1.004 4.101
-1.495 0.741 -0.019
-1.304 0.591 -0.382
-0.467 0.602 -0.038
0.115 -0.122 0.190
0.799 0.484 -0.343
0.557 -0.183 0.092
0.134 0.081 -0.697
0.195 -0.075 1.840
0.295 0.669 0.455
0.782 -0.352 -0.972

## Properties
Net charge   0
Highest occupied orbital energy   -11.29 eV
Lowest unoccupied orbital energy   -1.69 eV
SMILES   [O-][N@+]12N=S1(OC(F)(F)F)(C(F)(F)F)O2


Relative energy (zero: lowest compared OMol25 entry of this formula, charge and spin) readings, ordered: 3.6475, 1.8057, 1.9038, 2.4201 eV
E readings, ordered: -9197.9859, -6294.8113, -8372.3780, -38330.1227 eV